C22H41BrLaNP3S as an isolated structure in a non-equilibrium geometry, computed with the ωB97M-V functional and the def2-TZVPD basis.

The geometry in XYZ format:
```
70
Properties=species:S:1:pos:R:3:lowdin_charge:R:1
La 1.3832 0.8389 0.1001 1.535
P -1.4209 -0.8964 -0.0862 0.737
P 2.0115 -1.3345 -2.0182 0.696
P -0.9764 2.5248 1.3741 0.683
H 4.9052 5.1555 -1.1713 0.077
C 4.1818 5.0947 -0.3455 -0.088
C 3.9789 4.1068 0.5609 -0.183
H 4.3176 3.0690 0.5422 0.038
C -2.4849 -0.5521 -1.5510 -0.253
C -1.1607 -2.6921 -0.3250 -0.276
C -2.6740 -0.9600 1.2592 -0.260
C 3.7048 -1.1262 -2.6912 -0.262
C 1.8407 -3.1591 -1.9800 -0.241
C 0.9463 -0.9609 -3.4726 -0.266
C -0.6982 4.2884 1.8258 -0.286
C -1.7017 1.9803 2.9666 -0.270
C -2.4288 2.7312 0.2674 -0.263
H 3.6552 6.0397 -0.1759 0.069
H 3.5033 4.4098 1.5061 0.063
H -3.3471 -1.2323 -1.5777 0.077
H -1.8866 -0.7005 -2.4577 0.025
H -2.8305 0.4857 -1.5097 0.029
H -1.9635 -3.3026 0.1141 0.070
H -0.2224 -2.9689 0.1810 0.025
H -1.1018 -2.9204 -1.3973 0.050
H -3.3404 -1.8251 1.1334 0.071
H -3.2858 -0.0506 1.2639 0.035
H -2.1619 -1.0671 2.2260 0.028
H 3.8273 -1.6040 -3.6753 0.076
H 4.4197 -1.6091 -2.0058 0.059
H 3.9616 -0.0563 -2.7726 0.016
H 1.7006 -3.5730 -2.9853 0.078
H 0.9811 -3.4413 -1.3692 0.002
H 2.7290 -3.6163 -1.5340 0.054
H 1.4390 -1.2562 -4.4111 0.072
H 0.7402 0.1183 -3.5111 0.026
H -0.0068 -1.5048 -3.3894 0.038
H -1.6312 4.7204 2.2054 0.067
H -0.3501 4.8768 0.9695 0.011
H 0.0506 4.3298 2.6257 0.059
H -2.3191 2.7717 3.4053 0.073
H -0.8723 1.7899 3.6599 0.043
H -2.2963 1.0664 2.8650 0.020
H -2.9597 3.6638 0.4974 0.069
H -3.1340 1.8954 0.3428 0.028
H -2.0686 2.7987 -0.7689 0.039
C 1.9379 3.5312 -2.2643 -0.701
C 1.2609 4.5249 -3.1639 -0.163
C 0.9384 3.8303 -4.4702 0.024
C 1.8080 2.9041 -5.0125 -0.045
C 2.8781 2.4262 -4.2065 0.025
C 2.7292 2.5193 -2.8052 -0.154
S 1.5102 3.7242 -0.6605 0.666
H 0.3937 4.9432 -2.5928 0.122
H 1.9990 5.3465 -3.2886 0.174
H -0.0066 4.1038 -4.9619 0.137
H 1.7232 2.5478 -6.0590 0.143
H 3.7246 1.8690 -4.6290 0.140
H 3.2101 1.8454 -2.0733 0.066
Br 3.8918 -3.8723 2.0512 0.825
C 2.5186 -2.5960 2.5095 -0.606
C 1.6714 -2.8466 3.5799 -0.031
C 0.6401 -1.9363 3.8404 0.016
C 0.5043 -0.8189 3.0320 -0.116
N 1.3591 -0.5489 2.0041 -0.220
C 2.3871 -1.4281 1.7527 -0.217
H 1.8145 -3.7286 4.1986 0.137
H -0.0469 -2.0752 4.6745 0.142
H -0.2964 -0.0998 3.2184 0.078
H 3.0685 -1.1393 0.9408 0.072
```

* energy above the lowest of the compared OMol25 structures with the same formula, charge and spin: 0.695 eV
* net charge: +3
* HOMO level: -15.923 eV

=====

One molecule with the formula C2H9N3 in a non-equilibrium geometry, computed with the ωB97M-V functional and the def2-TZVPD basis.

The geometry in XYZ format:
```
14
Properties=species:S:1:pos:R:3:lowdin_charge:R:1
C 0.2655 -1.4593 -1.2601 -0.133
C 0.8234 -0.1438 -0.7787 -0.163
N 0.5316 0.0497 0.9463 -0.034
N -0.6491 0.7409 0.5691 -0.290
N -1.0644 1.7177 1.5338 -0.035
H 0.6096 -2.2847 -0.6376 0.068
H -0.8259 -1.4434 -1.2462 0.063
H 0.5700 -1.6360 -2.2961 0.073
H 1.9043 -0.1266 -0.6744 0.074
H 0.5536 0.6838 -1.4314 0.092
H 0.2766 -0.7277 1.5706 0.080
H -1.4538 0.1244 0.4420 0.097
H -1.2060 2.5986 1.0413 0.053
H -0.3354 1.9063 2.2215 0.056
```

* energy above the lowest of the compared OMol25 structures with the same formula, charge and spin: 4.170 eV
* net charge: 0
* HOMO level: -7.695 eV

=====

An isolated ion of composition C21H21ClNO and charge +1 in a non-equilibrium geometry, computed with the ωB97M-V functional and the def2-TZVPD basis.

The geometry in XYZ format:
```
45
Properties=species:S:1:pos:R:3:lowdin_charge:R:1
C -2.1980 3.8014 -1.6590 0.014
C -1.7008 2.3812 -1.7257 -0.441
O -2.3823 1.4860 -2.2187 0.088
N -0.4346 2.2649 -1.1729 0.166
C 0.2104 1.0585 -0.9236 -0.098
C -0.3421 -0.1601 -1.2965 0.020
C -1.2851 -1.2980 -0.1615 -0.237
C -0.1565 -1.6641 0.7424 -0.198
C 0.0105 -1.0220 1.9915 -0.013
C 1.1247 -1.3098 2.7785 -0.060
C 2.1089 -2.1838 2.3231 -0.077
C 1.9453 -2.8503 1.1120 -0.068
C 0.8170 -2.6013 0.3277 -0.040
C -2.4453 -0.5913 0.3655 -0.038
C -3.5857 -0.9187 -0.3288 -0.011
C -3.3114 -1.8568 -1.4704 -0.149
C -1.8330 -2.2914 -1.2455 -0.106
C 1.4907 1.1535 -0.1674 -0.152
C 2.5199 0.2109 -0.3303 0.000
C 3.6915 0.2586 0.4494 -0.070
C 3.8110 1.2502 1.4268 -0.654
Cl 5.2053 1.2951 2.4301 0.735
C 2.8227 2.2481 1.5611 -0.064
C 1.6533 2.1735 0.7903 -0.011
H -1.3998 4.5449 -1.8494 0.096
H -2.9838 3.9447 -2.4010 0.096
H -2.6704 4.0260 -0.6897 0.104
H 0.0325 3.1609 -1.0102 0.155
H 0.3283 -1.0246 -1.2945 0.096
H -1.1396 -0.1122 -2.0346 0.103
H -0.7486 -0.3162 2.3474 0.110
H 1.2251 -0.8164 3.7397 0.114
H 2.9919 -2.3852 2.9361 0.118
H 2.7133 -3.5286 0.7407 0.116
H 0.6874 -3.1333 -0.6179 0.125
H -2.4019 0.0701 1.2384 0.117
H -4.5856 -0.5279 -0.1357 0.122
H -3.3917 -1.2733 -2.3945 0.119
H -3.9924 -2.7093 -1.5786 0.124
H -1.8499 -3.3273 -0.8326 0.139
H -1.2696 -2.3326 -2.2071 0.133
H 2.4118 -0.5829 -1.0585 0.120
H 4.4921 -0.4731 0.3107 0.123
H 2.9785 3.0756 2.2434 0.114
H 0.8363 2.8865 0.9501 0.121
```

* net charge: +1
* HOMO level: -11.981 eV

=====

C13H14ClN4O4RuSe4Te2 as an isolated structure, computed with the ωB97M-V functional and the def2-TZVPD basis.

The geometry in XYZ format:
```
43
Properties=species:S:1:pos:R:3:lowdin_charge:R:1
Ru -0.7523 -0.5936 0.1670 0.776
O 0.5879 2.2527 3.0425 -0.309
Cl 1.3713 1.2625 2.3688 0.671
O 2.5362 0.9191 3.1328 -0.328
O 0.5646 0.0473 2.1892 -0.487
O 1.7685 1.7486 1.0630 -0.410
Se -1.7571 1.6054 -2.8154 0.669
Se -0.0255 2.0696 -1.3371 0.694
C -1.1016 2.5068 0.1974 -0.675
C -1.2886 3.8173 0.5929 -0.078
C -2.0378 4.0497 1.7367 -0.040
C -2.5673 2.9749 2.4285 -0.035
C -2.3224 1.6963 1.9605 -0.156
N -1.6005 1.4715 0.8637 -0.127
C -1.5281 -0.2879 -3.0865 -0.693
C -1.9915 -0.7871 -4.2984 -0.110
C -1.8690 -2.1423 -4.5433 -0.053
C -1.2487 -2.9462 -3.5982 -0.052
C -0.8006 -2.3593 -2.4317 -0.186
N -0.9659 -1.0577 -2.1661 -0.101
H -0.8549 4.6250 0.0218 0.108
H -2.2008 5.0616 2.0832 0.115
H -3.1483 3.1153 3.3283 0.114
H -2.6997 0.8187 2.4698 0.109
H -2.4266 -0.1207 -5.0309 0.100
H -2.2339 -2.5618 -5.4719 0.113
H -1.1124 -4.0065 -3.7556 0.111
H -0.2997 -2.9339 -1.6624 0.058
Se -3.5658 -0.6936 -0.1868 -0.122
Te -4.3869 -2.9416 -0.3848 0.239
Te -2.3068 -4.4597 0.4388 0.158
Se -0.8178 -2.7967 1.4871 -0.182
C 3.7608 -1.8048 1.9404 -0.018
N 3.5793 -0.9792 0.7460 -0.168
C 4.4501 0.1831 0.5764 -0.031
C 2.4410 -1.0349 0.1124 -0.290
N 1.4342 -1.0843 -0.4616 0.090
H 4.7803 -2.1902 1.9494 0.090
H 3.0627 -2.6381 1.9097 0.095
H 3.5753 -1.2112 2.8357 0.079
H 5.4832 -0.1607 0.5187 0.090
H 4.3269 0.8692 1.4138 0.076
H 4.1883 0.6970 -0.3443 0.097
```

* energy above the lowest of the compared OMol25 structures with the same formula, charge and spin: 0.000 eV
* multiplicity: 6
* net charge: 0
* HOMO level (alpha / beta): -6.982 / -7.481 eV

=====

C28H38N4O2RuS as an isolated structure, computed with the ωB97M-V functional and the def2-TZVPD basis.

The geometry in XYZ format:
```
74
Properties=species:S:1:pos:R:3:lowdin_charge:R:1
Ru -0.4424 0.0242 0.6126 1.203
C 0.3309 3.4414 -0.9526 -0.024
C 0.6014 2.6639 0.3101 -0.210
C 1.8585 2.0785 0.5256 -0.186
C 2.9001 2.0960 -0.5649 -0.031
C 2.1607 1.4967 1.7669 -0.198
C 3.5455 0.9641 2.0115 -0.026
C 1.1704 1.3759 2.7423 -0.207
C 1.4384 0.5971 4.0034 -0.032
C -0.1017 1.9666 2.5399 -0.230
C -1.0575 2.1093 3.7018 -0.037
C -0.3855 2.6049 1.3199 -0.247
C -1.6683 3.3793 1.1411 -0.045
H -0.1495 2.8205 -1.7121 0.089
H 1.2501 3.8396 -1.3735 0.081
H -0.3258 4.2868 -0.7603 0.081
H 3.5262 2.9904 -0.5038 0.105
H 2.4460 2.0794 -1.5528 0.080
H 3.5582 1.2330 -0.4936 0.080
H 3.6809 -0.0035 1.5207 0.087
H 3.7504 0.8372 3.0708 0.081
H 4.2994 1.6410 1.6116 0.090
H 1.9528 1.2033 4.7538 0.105
H 2.0532 -0.2733 3.7899 0.063
H 0.5152 0.2273 4.4431 0.078
H -1.8718 1.3822 3.6774 0.055
H -1.4936 3.1067 3.7084 0.087
H -0.5390 1.9848 4.6476 0.081
H -1.4885 4.4430 1.3208 0.109
H -2.4389 3.0615 1.8372 0.059
H -2.0519 3.2794 0.1274 0.066
C -3.2628 1.3186 -2.3720 -0.008
C -2.3960 0.3778 -1.5751 -0.431
O -1.6016 0.9657 -0.7127 -0.256
C -2.4509 -0.9646 -1.7966 -0.011
C -1.6013 -1.9635 -1.2369 -0.304
C -1.7216 -3.3738 -1.7283 -0.017
N -0.6934 -1.6882 -0.3425 -0.161
N 0.0894 -2.7440 0.1026 0.094
C 0.9189 -2.3557 1.0178 -0.429
O 1.0038 -1.1084 1.4154 -0.212
C 1.8266 -3.3469 1.6376 -0.144
C 1.6258 -4.7105 1.4364 -0.024
C 2.4786 -5.6291 2.0229 -0.069
C 3.5391 -5.1957 2.8085 -0.074
C 3.7440 -3.8387 3.0086 -0.067
C 2.8881 -2.9161 2.4268 -0.023
H -3.1638 2.3348 -1.9936 0.079
H -4.3093 1.0145 -2.3276 0.087
H -2.9696 1.3147 -3.4222 0.095
H -3.1499 -1.3047 -2.5478 0.116
H -2.5572 -3.4682 -2.4167 0.080
H -1.8493 -4.0551 -0.8882 0.087
H -0.8020 -3.6717 -2.2324 0.096
H 0.7989 -5.0368 0.8212 0.110
H 2.3173 -6.6877 1.8678 0.107
H 4.2054 -5.9164 3.2639 0.107
H 4.5714 -3.4981 3.6171 0.107
H 3.0436 -1.8577 2.5759 0.082
S -1.8804 -0.9348 2.1130 0.840
C -3.4470 -0.2187 2.0260 -0.698
N -3.7226 0.8229 1.2633 0.054
C -5.0501 1.4259 1.1732 -0.139
C -6.1020 0.3725 1.4742 -0.148
C -5.7835 -0.2848 2.8060 -0.144
N -4.3972 -0.7525 2.7914 0.030
H -2.9738 1.1516 0.6646 0.074
H -5.1669 1.8305 0.1690 0.124
H -5.1246 2.2565 1.8802 0.130
H -6.1060 -0.3804 0.6835 0.128
H -7.0893 0.8290 1.5119 0.127
H -6.4263 -1.1452 2.9813 0.130
H -5.9276 0.4184 3.6295 0.129
H -4.1396 -1.5533 3.3451 0.135
```

* energy above the lowest of the compared OMol25 structures with the same formula, charge and spin: 0.477 eV
* multiplicity: 2
* net charge: +1
* HOMO level (alpha / beta): -10.295 / -10.329 eV

=====

A 2-piece molecular cluster, C24H26N3O overall in a non-equilibrium geometry, computed with the ωB97M-V functional and the def2-TZVPD basis.

The geometry in XYZ format:
```
54
Properties=species:S:1:pos:R:3:lowdin_charge:R:1
C -2.8264 6.1900 0.7829 -0.076
C -3.4223 5.4529 -0.2471 -0.067
C -3.9665 4.1927 0.0078 -0.012
C -3.9007 3.6949 1.3111 -0.246
O -4.3148 2.3859 1.5873 0.013
C -3.5244 1.3504 1.0941 -0.191
C -2.6555 0.7107 1.9864 0.040
C -1.7487 -0.1966 1.4890 0.015
C -1.7171 -0.5706 0.1088 -0.169
C -0.6689 -1.4357 -0.3063 0.082
C -0.4373 -2.0534 -1.5680 -0.192
C 0.3960 -3.2156 -1.5880 0.000
C 0.6185 -3.9292 -2.7550 -0.047
C -0.0106 -3.5345 -3.9473 -0.025
C -0.8212 -2.3900 -3.9585 -0.045
C -0.9643 -1.6065 -2.8157 0.006
C -2.7850 -0.0699 -0.7012 0.036
C -3.6103 0.9538 -0.2462 0.039
C -3.3750 4.4457 2.3669 -0.004
C -2.8000 5.6811 2.0859 -0.069
H -2.3927 7.1702 0.5709 0.110
H -3.4739 5.8554 -1.2590 0.111
H -4.4482 3.5988 -0.7693 0.109
H -2.6849 0.9790 3.0431 0.139
H -1.0342 -0.6639 2.1675 0.119
H -0.0549 -1.8080 0.5106 0.107
H 0.8610 -3.5245 -0.6482 0.124
H 1.2727 -4.8042 -2.7351 0.118
H 0.1189 -4.1354 -4.8490 0.121
H -1.3389 -2.1075 -4.8760 0.118
H -1.4569 -0.6357 -2.8697 0.111
H -2.9613 -0.4869 -1.6907 0.111
H -4.3261 1.4500 -0.9045 0.127
H -3.4121 4.0305 3.3731 0.123
H -2.3459 6.2513 2.8961 0.112
C 4.3855 -0.8927 -1.6736 -0.050
N 4.1454 -1.3772 -0.3499 -0.131
C 5.1408 -2.0559 0.4321 -0.124
C 4.4641 -2.2160 1.7883 -0.125
N 3.2115 -1.5180 1.6391 -0.124
C 2.2959 -1.4092 2.7312 -0.047
C 3.0003 -1.0770 0.3494 -0.411
N 1.9456 -0.5620 -0.2092 0.117
H 3.5170 -0.2867 -1.9530 0.077
H 5.2966 -0.2755 -1.7003 0.094
H 4.5003 -1.7240 -2.3818 0.089
H 5.3858 -3.0312 -0.0185 0.127
H 6.0640 -1.4601 0.5047 0.128
H 4.2949 -3.2802 2.0150 0.126
H 5.0622 -1.7749 2.5943 0.126
H 1.4424 -0.7911 2.4403 0.062
H 1.9259 -2.3990 3.0461 0.096
H 2.7936 -0.9400 3.5934 0.100
H 1.3402 -0.1545 0.5056 0.023
```

* energy above the lowest of the compared OMol25 structures with the same formula, charge and spin: 1.495 eV
* net charge: +1
* HOMO level: -10.965 eV